# 1
Density functional theory data (ωB97M-V with the def2-TZVPD basis set) for a structure of composition C22H19AlAsBrN2O8S at a distorted geometry.

## Properties
HOMO energy, eV: -8.266
Total charge: 0
LUMO, Eh: -0.0269

Atoms and positions in Å:
Al1 -1.422 0.037 0.707
O1 -1.078 0.835 -3.782
C1 -0.120 -0.114 -3.794
C2 0.129 -0.775 -4.996
C3 1.104 -1.747 -5.080
C4 1.828 -2.115 -3.960
C5 1.569 -1.496 -2.753
C6 0.627 -0.483 -2.668
C7 0.289 0.198 -1.367
O2 -0.972 -0.164 -0.966
N1 1.203 -0.146 -0.283
N2 0.718 -0.007 0.934
C8 1.505 0.004 1.953
C9 1.040 0.067 3.299
Br1 -0.881 0.294 3.421
C10 1.783 -0.060 4.418
C11 3.233 -0.218 4.505
C12 3.746 -1.146 5.419
C13 5.109 -1.340 5.544
C14 5.994 -0.607 4.772
C15 5.503 0.340 3.887
C16 4.139 0.539 3.760
H1 -1.145 1.317 -2.937
H2 -0.455 -0.495 -5.857
H3 1.296 -2.228 -6.028
H4 2.581 -2.884 -4.019
H5 2.101 -1.796 -1.862
H6 0.338 1.296 -1.495
H7 2.189 0.054 -0.435
H8 2.584 -0.071 1.814
H9 1.272 -0.104 5.370
H10 3.062 -1.730 6.014
H11 5.487 -2.062 6.253
H12 7.059 -0.753 4.876
H13 6.192 0.933 3.304
H14 3.774 1.319 3.107
O3 -2.590 -2.508 -1.116
As1 -3.170 -2.097 0.455
O4 -3.381 -0.183 0.179
O5 -1.774 -1.604 1.267
C17 -4.091 0.519 -0.729
C18 -5.231 -0.007 -1.332
C19 -5.896 0.723 -2.300
C20 -5.443 1.985 -2.659
C21 -4.329 2.520 -2.032
C22 -3.657 1.793 -1.067
S1 -2.203 2.569 -0.365
O6 -1.227 2.552 -1.430
O7 -2.591 3.867 0.094
O8 -1.708 1.743 0.838
H15 -1.869 -1.908 -1.360
H16 -5.553 -0.997 -1.029
H17 -6.763 0.296 -2.782
H18 -5.955 2.546 -3.425
H19 -3.951 3.499 -2.282

Atomic partial charges in e from the Löwdin method, atoms 1 to 5: -0.397, 0.083, -0.260, -0.008, -0.089

# 2
Density functional theory data (ωB97M-V with the def2-TZVPD basis set) for a structure of composition C22H19AsMoO5S.

## Properties
HOMO energy (alpha / beta), eV: -14.783 / -14.947
Total charge: +2
⟨S²⟩: 2.07
2S+1: 3
LUMO (alpha / beta), Eh: -0.2973 / -0.2811
Relative energy (zero: lowest compared OMol25 entry of this formula, charge and spin), kJ/mol: 0.00

Atoms and positions in Å:
Mo1 -0.126 1.589 -0.191
O1 0.562 5.644 -1.098
C1 0.502 4.447 -0.618
O2 0.012 3.487 -1.219
C2 1.048 4.299 0.779
O3 1.181 2.904 1.082
C3 2.548 2.387 1.109
C4 2.784 1.391 -0.025
O4 3.848 0.873 -0.161
O5 1.720 1.154 -0.791
H1 0.166 5.707 -1.988
H2 2.001 4.819 0.863
H3 0.347 4.755 1.482
H4 3.263 3.203 1.025
H5 2.682 1.895 2.068
S1 -2.215 1.646 -1.102
C5 -3.060 0.078 -1.069
C6 -4.431 0.037 -1.275
C7 -5.071 -1.197 -1.298
C8 -4.358 -2.377 -1.135
C9 -2.985 -2.342 -0.932
C10 -2.351 -1.109 -0.888
As1 -0.498 -0.812 -0.631
C11 -0.161 -0.400 1.225
C12 1.113 -0.653 1.779
C13 1.347 -0.354 3.104
C14 0.341 0.233 3.878
C15 -0.906 0.511 3.339
C16 -1.172 0.180 2.015
C17 0.742 -2.096 -1.260
C18 1.634 -1.754 -2.271
C19 2.517 -2.723 -2.724
C20 2.499 -3.996 -2.172
C21 1.605 -4.321 -1.159
C22 0.714 -3.370 -0.691
H6 -4.991 0.949 -1.433
H7 -6.139 -1.234 -1.465
H8 -4.869 -3.329 -1.175
H9 -2.423 -3.260 -0.822
H10 1.889 -1.098 1.165
H11 2.310 -0.579 3.545
H12 0.535 0.461 4.918
H13 -1.681 0.950 3.952
H14 -2.170 0.313 1.611
H15 1.655 -0.755 -2.685
H16 3.222 -2.478 -3.506
H17 3.192 -4.744 -2.532
H18 1.603 -5.315 -0.732
H19 0.024 -3.618 0.107

Atomic partial charges in e from the Löwdin method, atoms 1 to 5: 1.258, 0.244, -0.435, -0.072, -0.031

# 3
Density functional theory data (ωB97M-V with the def2-TZVPD basis set) for a structure of composition C22H19B2BrCdF4N6O12S at a distorted geometry.

## Properties
HOMO energy, eV: -3.818
Total charge: -2
LUMO, Eh: 0.1429
Relative energy (zero: lowest compared OMol25 entry of this formula, charge and spin), kJ/mol: 167.39

Atoms and positions in Å:
Cd1 0.068 -0.297 -0.534
C1 -1.453 -2.834 -3.834
C2 -1.359 -1.853 -2.701
N1 -0.372 -1.048 -2.583
O1 0.556 -1.057 -3.566
B1 1.368 0.200 -3.796
F1 1.658 0.185 -5.162
F2 2.556 0.182 -3.072
O2 0.605 1.442 -3.559
N2 0.109 1.609 -2.304
C3 -0.857 2.433 -2.219
C4 -1.496 3.176 -3.347
C5 -1.505 2.435 -0.885
N3 -2.703 2.074 -0.848
O3 -3.328 1.805 0.312
B2 -4.283 0.669 0.143
F3 -4.869 0.477 1.387
F4 -5.272 0.989 -0.805
O4 -3.654 -0.619 -0.246
N4 -2.544 -0.692 -0.999
C6 -2.475 -1.742 -1.733
C7 -3.556 -2.786 -1.743
C8 -0.979 2.156 1.552
H1 -0.718 -2.560 -4.585
H2 -2.450 -2.838 -4.273
H3 -1.225 -3.839 -3.474
H4 -1.012 2.894 -4.278
H5 -1.384 4.246 -3.180
H6 -2.558 2.929 -3.369
H7 -4.100 -2.725 -0.806
H8 -3.132 -3.783 -1.866
H9 -4.254 -2.589 -2.560
H10 -0.078 2.198 2.157
H11 -1.346 1.138 1.467
H12 -1.755 2.791 1.965
Br1 7.349 -1.180 -2.227
C9 6.172 -0.577 -0.859
C10 6.702 -0.133 0.340
N5 5.934 0.322 1.323
C11 4.617 0.347 1.133
C12 4.006 -0.115 -0.025
C13 4.805 -0.599 -1.052
C14 2.511 -0.179 -0.185
O5 2.049 -1.174 -0.787
O6 1.815 0.771 0.277
H13 7.771 -0.152 0.520
H14 4.015 0.724 1.949
H15 4.336 -0.970 -1.953
O7 2.315 -1.537 2.142
C15 1.125 -1.464 2.374
N6 0.069 -1.398 1.491
C16 -1.100 -1.632 2.184
O8 -2.181 -1.874 1.691
C17 -0.805 -1.622 3.662
C18 -1.616 -1.668 4.777
C19 -0.999 -1.587 6.023
C20 0.383 -1.487 6.138
C21 1.192 -1.460 5.003
C22 0.567 -1.517 3.776
H16 -2.692 -1.747 4.684
H17 -1.602 -1.599 6.924
H18 0.831 -1.424 7.123
H19 2.271 -1.385 5.070
O9 0.060 4.877 -0.939
S1 -0.380 4.554 0.380
O10 0.584 4.572 1.436
O11 -0.581 2.642 0.227
O12 -1.726 4.906 0.723

Atomic partial charges in e from the Löwdin method, atoms 1 to 5: 1.490, -0.012, -0.255, -0.034, 0.022

# 4
Density functional theory data (ωB97M-V with the def2-TZVPD basis set) for a structure of composition C22H19BrN2O2PdTe at a distorted geometry.

## Properties
HOMO energy (alpha / beta), eV: -13.890 / -13.876
Total charge: +2
⟨S²⟩: 6.09
2S+1: 5
LUMO (alpha / beta), Eh: -0.2593 / -0.3277
Relative energy (zero: lowest compared OMol25 entry of this formula, charge and spin), kJ/mol: 30.16

Atoms and positions in Å:
Pd1 -0.458 1.323 0.771
O1 -5.133 -1.343 -0.451
C1 -4.694 -1.648 0.818
C2 -5.177 -2.697 1.573
C3 -4.628 -2.942 2.824
C4 -3.593 -2.157 3.317
C5 -3.114 -1.108 2.554
C6 -3.674 -0.850 1.306
C7 -3.245 0.296 0.413
O2 -2.488 1.230 1.055
N1 -2.515 -0.259 -0.784
N2 -1.370 0.217 -1.062
C8 -0.739 -0.054 -2.198
C9 0.449 0.599 -2.507
Br1 1.056 1.901 -1.269
C10 1.071 0.356 -3.724
C11 2.192 0.881 -4.390
C12 2.316 0.494 -5.751
C13 3.327 0.992 -6.535
C14 4.254 1.867 -5.973
C15 4.179 2.231 -4.622
C16 3.166 1.751 -3.834
H1 -5.908 -1.871 -0.682
H2 -5.971 -3.325 1.183
H3 -5.015 -3.760 3.419
H4 -3.173 -2.356 4.293
H5 -2.327 -0.471 2.932
H6 -4.152 0.744 -0.003
H7 -3.026 -0.870 -1.423
H8 -1.144 -0.760 -2.920
H9 0.530 -0.390 -4.303
H10 1.591 -0.190 -6.176
H11 3.405 0.705 -7.575
H12 5.053 2.264 -6.587
H13 4.925 2.890 -4.198
H14 3.141 2.019 -2.788
Te1 -0.065 2.030 3.240
C17 1.576 1.010 3.932
C18 2.532 0.461 3.075
C19 3.598 -0.235 3.617
C20 3.699 -0.386 4.997
C21 2.747 0.167 5.843
C22 1.680 0.879 5.317
H15 2.452 0.584 2.002
H16 4.351 -0.661 2.967
H17 4.533 -0.934 5.415
H18 2.836 0.050 6.915
H19 0.948 1.328 5.976

Atomic partial charges in e from the Löwdin method, atoms 1 to 5: 0.435, 0.051, -0.265, 0.007, -0.040

# 5
Density functional theory data (ωB97M-V with the def2-TZVPD basis set) for a structure of composition C22H19ClNiO6PS.

## Properties
HOMO energy, eV: -5.310
Total charge: -1
LUMO, Eh: 0.1023
Relative energy (zero: lowest compared OMol25 entry of this formula, charge and spin), kJ/mol: 3.41

Atoms and positions in Å:
Ni1 -0.492 0.328 0.376
O1 1.805 2.767 1.354
S1 0.651 2.825 2.943
O2 -0.568 3.251 2.253
O3 0.679 1.418 3.302
C1 2.897 2.048 1.564
C2 3.976 2.575 2.295
C3 5.124 1.836 2.500
C4 5.236 0.550 1.976
C5 4.178 0.019 1.256
C6 3.001 0.741 1.053
P1 1.632 0.076 0.049
C7 1.967 0.732 -1.623
C8 2.977 1.655 -1.875
C9 3.125 2.198 -3.146
C10 2.275 1.814 -4.171
C11 1.271 0.885 -3.925
C12 1.107 0.351 -2.656
C13 2.096 -1.689 -0.044
C14 1.857 -2.467 1.087
C15 2.205 -3.808 1.103
C16 2.781 -4.391 -0.019
C17 3.007 -3.625 -1.153
C18 2.669 -2.278 -1.164
H1 3.876 3.580 2.687
H2 5.941 2.265 3.068
H3 6.134 -0.034 2.126
H4 4.271 -0.980 0.852
H5 3.643 1.963 -1.079
H6 3.907 2.925 -3.328
H7 2.391 2.239 -5.161
H8 0.605 0.578 -4.722
H9 0.322 -0.374 -2.457
H10 1.390 -2.015 1.955
H11 2.017 -4.400 1.990
H12 3.044 -5.442 -0.011
H13 3.444 -4.077 -2.034
H14 2.844 -1.688 -2.055
Cl1 -2.685 -4.497 -0.923
C19 -1.317 -3.798 0.004
C20 -0.996 -2.362 -0.436
O4 -1.018 -1.524 0.514
O5 -0.707 -2.154 -1.614
H15 -0.451 -4.426 -0.193
H16 -1.584 -3.830 1.055
C21 -0.461 3.287 -0.652
C22 -0.864 2.030 0.015
O6 -1.997 1.580 0.120
H17 -1.256 4.028 -0.595
H18 -0.285 3.003 -1.695
H19 0.469 3.655 -0.231

Atomic partial charges in e from the Löwdin method, atoms 1 to 5: 0.325, -0.296, 0.798, -0.468, -0.459

# 6
Density functional theory data (ωB97M-V with the def2-TZVPD basis set) for a structure of composition C22H19F6N7O4PdS3 at a distorted geometry.

## Properties
HOMO energy (alpha / beta), eV: -13.714 / -14.432
Total charge: +2
⟨S²⟩: 6.10
2S+1: 5
LUMO (alpha / beta), Eh: -0.2699 / -0.3429
Relative energy (zero: lowest compared OMol25 entry of this formula, charge and spin), kJ/mol: 206.13

Atoms and positions in Å:
Pd1 0.391 -0.092 -0.037
C1 -2.050 1.255 4.724
C2 -2.158 1.771 3.433
C3 -1.875 0.978 2.349
C4 -1.507 -0.375 2.521
C5 -1.435 -0.893 3.836
C6 -1.683 -0.073 4.914
N1 -1.184 -1.093 1.401
C7 -1.361 -2.418 1.267
C8 -2.160 -3.220 2.119
C9 -2.351 -4.549 1.839
C10 -1.794 -5.140 0.693
C11 -1.052 -4.386 -0.184
C12 -0.833 -3.031 0.090
N2 -0.183 -2.191 -0.769
N3 0.069 -2.526 -1.930
C13 0.523 -1.548 -2.779
C14 1.026 -1.893 -4.025
C15 1.458 -0.882 -4.865
C16 1.336 0.435 -4.454
C17 0.809 0.696 -3.195
N4 0.421 -0.265 -2.373
H1 -2.248 1.886 5.579
H2 -2.457 2.802 3.293
H3 -1.963 1.345 1.334
H4 -1.088 -1.903 3.990
H5 -1.559 -0.461 5.916
H6 -2.642 -2.774 2.976
H7 -2.958 -5.151 2.502
H8 -1.973 -6.186 0.486
H9 -0.628 -4.816 -1.080
H10 1.089 -2.936 -4.302
H11 1.877 -1.114 -5.834
H12 1.638 1.256 -5.088
H13 0.696 1.714 -2.847
F1 3.053 -1.761 -1.572
C18 4.025 -0.844 -1.384
F2 4.245 -0.233 -2.536
F3 5.109 -1.446 -0.972
S1 3.345 0.377 -0.143
O1 2.349 1.123 -0.891
O2 4.379 1.088 0.513
N5 2.595 -0.691 0.802
S2 2.039 -0.066 2.154
O3 1.409 -1.098 2.903
O4 1.227 1.111 1.827
C19 3.432 0.548 3.246
F4 2.969 0.420 4.486
F5 3.706 1.816 3.023
F6 4.494 -0.214 3.081
S3 -0.357 2.413 -0.670
C20 -1.331 3.666 -0.005
N6 -2.639 3.803 -0.157
C21 -3.130 5.073 0.398
C22 -1.851 5.681 1.018
N7 -0.834 4.676 0.685
H14 -3.194 3.215 -0.756
H15 -3.904 4.891 1.141
H16 -3.546 5.695 -0.393
H17 -1.931 5.793 2.098
H18 -1.591 6.646 0.587
H19 0.145 4.771 0.906

Atomic partial charges in e from the Löwdin method, atoms 1 to 5: 0.980, -0.025, -0.053, -0.035, -0.280

# 7
Density functional theory data (ωB97M-V with the def2-TZVPD basis set) for the molecule C22H19FN4O3S at a distorted geometry.

## Properties
HOMO energy, eV: -8.273
Total charge: 0
LUMO, Eh: 0.0188
Relative energy (zero: lowest compared OMol25 entry of this formula, charge and spin), kJ/mol: 43.63
Structure (SMILES): Cn1nc(-c2ccccc2F)c2cc(C(=O)N3CCN(C(=O)c4ccco4)CC3)sc21

Atoms and positions in Å:
C1 1.718 -0.709 -5.265
N1 0.658 -0.182 -4.459
C2 0.331 -0.489 -3.193
C3 -0.774 0.287 -2.816
C4 -1.201 -0.034 -1.502
C5 -0.412 -0.971 -0.917
C6 -0.654 -1.586 0.408
O1 -1.754 -2.020 0.697
N2 0.408 -1.682 1.251
C7 1.603 -0.872 1.190
C8 1.541 0.209 2.277
N3 1.331 -0.387 3.580
C9 2.353 -0.378 4.476
O2 3.442 0.099 4.214
C10 2.050 -0.901 5.831
C11 1.000 -0.673 6.685
C12 1.346 -1.289 7.907
C13 2.576 -1.840 7.709
O3 3.009 -1.602 6.468
H1 3.217 -2.409 8.354
H2 0.761 -1.314 8.804
H3 0.109 -0.117 6.475
C14 0.146 -1.210 3.643
C15 0.210 -2.286 2.550
H4 1.046 -2.964 2.749
H5 -0.725 -2.849 2.521
H6 -0.736 -0.581 3.475
H7 0.067 -1.686 4.619
H8 2.477 0.767 2.311
H9 0.709 0.891 2.066
H10 1.698 -0.398 0.215
H11 2.473 -1.514 1.361
S1 0.881 -1.565 -1.971
H12 -2.039 0.410 -0.999
C16 -1.043 1.065 -3.971
N4 -0.174 0.753 -4.929
C17 -2.077 2.057 -4.217
C18 -2.659 2.815 -3.204
C19 -3.645 3.749 -3.457
C20 -4.070 3.950 -4.759
C21 -3.496 3.224 -5.790
C22 -2.513 2.291 -5.522
H13 -2.058 1.720 -6.315
H14 -3.819 3.385 -6.807
H15 -4.841 4.675 -4.964
H16 -4.061 4.310 -2.635
F1 -2.242 2.671 -1.926
H17 2.685 -0.520 -4.794
H18 1.677 -0.211 -6.231
H19 1.595 -1.786 -5.399

Atomic partial charges in e from the Löwdin method, atoms 1 to 5: -0.012, -0.186, -0.477, -0.155, -0.020

# 8
Density functional theory data (ωB97M-V with the def2-TZVPD basis set) for the molecule C22H19N3 at a distorted geometry.

## Properties
HOMO energy, eV: -7.644
Total charge: 0
LUMO, Eh: -0.0123
Relative energy (zero: lowest compared OMol25 entry of this formula, charge and spin), kJ/mol: 461.34
Structure (SMILES): [H]/N=C(/N)c1ccc2cc(C#Cc3ccc4c(c3)CCNC4)ccc2c1

Atoms and positions in Å:
C1 1.277 1.459 -0.087
C2 0.830 0.787 0.871
N1 -1.264 -5.877 6.004
C3 -1.634 -4.695 5.725
C4 2.804 1.762 -1.936
C5 3.264 2.446 -3.071
C6 0.908 3.286 -1.788
C7 -0.336 -4.417 3.687
C8 -0.142 0.626 3.089
C9 1.612 2.218 -1.254
C10 0.541 0.022 1.999
C11 -0.938 -3.863 4.783
C12 2.561 3.603 -3.435
C13 1.397 4.015 -2.760
C14 0.317 -3.512 2.847
C15 -0.787 -0.178 3.992
C16 0.796 -1.361 2.037
C17 -1.101 -2.450 5.011
C18 0.156 -2.128 3.010
C19 -0.593 -1.561 4.057
N2 -2.790 -4.402 6.360
N3 2.297 5.547 -4.882
C20 2.832 4.264 -4.673
C21 0.713 5.311 -3.120
C22 0.885 5.667 -4.578
H1 -0.431 -6.226 5.424
H2 3.337 0.965 -1.456
H3 3.939 1.942 -3.776
H4 -0.034 3.329 -1.400
H5 -0.402 -5.514 3.508
H6 -0.430 1.635 3.131
H7 0.825 -3.926 1.976
H8 -1.307 0.304 4.861
H9 1.478 -1.882 1.260
H10 -1.577 -2.222 5.901
H11 -2.903 -4.984 7.153
H12 -2.848 -3.437 6.626
H13 2.547 5.918 -5.826
H14 2.340 3.620 -5.439
H15 3.958 4.261 -4.827
H16 -0.497 5.204 -3.199
H17 0.994 6.127 -2.402
H18 0.265 5.003 -5.201
H19 0.423 6.598 -4.916

Atomic partial charges in e from the Löwdin method, atoms 1 to 5: 0.062, 0.036, 0.107, -0.517, -0.006

| no. | E (a.u.) |
| --- | --- |
| 1 | -7011.8019 |
| 2 | -3927.5488 |
| 3 | -5670.6456 |
| 4 | -4078.9266 |
| 5 | -4009.3557 |
| 6 | -3454.9347 |
| 7 | -1792.5422 |
| 8 | -1013.8684 |